# C2H4ClO

2 unconnected molecules or ions with the total composition C2H4ClO at a distorted geometry (ωB97M-V/def2-TZVPD, the Open Molecules 2025 dataset).

Summary:
Total charge = +1
E = -613.61262 hartree
Kohn-Sham gap = 5.43 eV
HOMO = -13.8 eV

Geometry (Å):
C -1.284589 -0.970073 1.689386
C 1.177973 0.997563 -1.632316
O -0.537417 -0.385083 0.935184
Cl 1.697525 -0.108913 -2.689586
H -1.248150 -2.030344 1.640258
H -1.744555 -0.357611 2.446459
H 0.835095 1.896808 -1.905237
H 1.104119 0.957652 -0.484147

Atomic forces in eV per Å
C 1.905 1.390 -0.419
C 1.033 -3.219 2.661
O 0.053 0.295 -0.719
Cl -0.469 0.930 1.221
H -0.822 -1.289 0.333
H -0.975 -0.265 0.595
H -1.219 3.361 -2.132
H 0.494 -1.203 -1.541

Löwdin population analysis, charges in e, atoms 1 to 6: C -0.07; C -0.18; O -0.06; Cl 1.00; H 0.08; H 0.09



# C2H4ClO3S

A molecular structure, C2H4ClO3S at a distorted geometry (ωB97M-V/def2-TZVPD, the Open Molecules 2025 dataset).

Summary:
Total charge = -1
E = -1162.71760 hartree
Kohn-Sham gap = 7.60 eV
HOMO = -4.0 eV

Geometry (Å):
C 0.759243 0.194719 -1.100044
C 0.965424 -0.047489 0.362067
O -2.004423 -0.821123 -0.183499
O -1.578393 -0.447213 2.242864
O -1.536026 1.455487 0.633767
S -1.399090 0.029036 0.855653
Cl 1.513771 -1.604172 0.698445
H 1.612757 0.318625 -1.791194
H 0.195261 1.155654 -1.332242
H 0.095845 -0.747499 -1.489678
H 1.375630 0.513976 1.103861

Atomic forces in eV per Å
C -1.645 -0.258 -1.836
C -4.824 -0.819 -1.645
O 0.490 0.511 0.830
O 0.181 0.485 -1.350
O -0.417 0.326 0.164
S 2.279 -1.033 0.114
Cl 0.879 -2.398 0.313
H 0.348 -0.561 0.588
H 0.220 -1.269 0.763
H 1.555 2.445 0.783
H 0.934 2.571 1.276

Löwdin population analysis, charges in e, atoms 1 to 6: C -0.26; C -0.78; O -0.41; O -0.42; O -0.41; S 0.47



# C2H4ClOP

A molecular structure, C2H4ClOP at a distorted geometry (ωB97M-V/def2-TZVPD, the Open Molecules 2025 dataset).

Summary:
Total charge = 0
E = -955.23109 hartree
Kohn-Sham gap (alpha / beta) = 7.28 / 6.76 eV
HOMO (alpha / beta) = -8.4 / -8.0 eV

Geometry (Å):
C -1.737135 0.811243 -0.318737
C 2.080756 -0.438015 0.500805
O -0.450596 -1.697590 0.697778
P 0.124517 -0.455369 0.156573
Cl 2.887756 0.786537 -0.297279
H -2.285307 -0.009960 -0.504624
H -1.822163 1.071309 0.677150
H -1.254207 1.326324 -1.049303
H 2.456379 -1.394475 0.137639

Atomic forces in eV per Å
C 3.724 -1.300 2.024
C -3.712 -0.232 -0.330
O -0.331 -0.045 0.211
P 1.292 -0.718 -0.113
Cl 1.208 1.634 -0.616
H -1.932 -2.688 -1.229
H -0.411 1.615 1.668
H 0.477 2.065 -1.890
H -0.316 -0.331 0.274

Löwdin population analysis, charges in e, atoms 1 to 6: C 0.00; C -0.79; O -0.46; P 0.87; Cl 0.48; H -0.03



# C2H4ClOP

2 unconnected molecules or ions with the total composition C2H4ClOP at a distorted geometry (ωB97M-V/def2-TZVPD, the Open Molecules 2025 dataset).

Summary:
Total charge = 0
E = -955.31866 hartree
Kohn-Sham gap = 9.16 eV
HOMO = -8.9 eV

Geometry (Å):
C 0.558406 -0.213168 0.106534
C 1.977827 -0.119558 -0.197530
O 0.322953 1.219311 0.432076
P 1.901004 1.583445 -0.087623
Cl -3.210103 0.279026 -0.398801
H -0.137641 -0.399210 -0.704284
H 0.225949 -0.806766 1.033791
H 2.597753 -0.982452 -0.117196
H -4.236146 -0.560632 -0.066969

Atomic forces in eV per Å
C -2.174 0.355 2.465
C 0.222 1.429 0.213
O 0.904 0.042 -1.038
P -0.456 -1.845 0.548
Cl -1.652 -1.365 0.571
H 0.067 -0.470 -0.239
H 0.620 0.561 -1.357
H 0.793 -0.076 -0.604
H 1.677 1.369 -0.560

Löwdin population analysis, charges in e, atoms 1 to 6: C -0.41; C -0.36; O -0.48; P 0.95; Cl 0.21; H 0.08



# C2H4ClOP

A single C2H4ClOP molecule at a distorted geometry (ωB97M-V/def2-TZVPD, the Open Molecules 2025 dataset).

Summary:
Total charge = 0
E = -955.38408 hartree
SMILES = C=CP(O)Cl
Kohn-Sham gap = 9.97 eV
HOMO = -9.2 eV

Geometry (Å):
C 1.325054 1.046133 0.172717
C 0.610673 -0.012264 0.056723
O -1.088867 -1.729746 -0.389490
P -1.006015 -0.511309 0.711444
Cl -2.192798 0.907383 -0.115736
H 2.200017 1.448348 -0.333888
H 1.114899 1.948848 0.866222
H 0.875792 -0.855478 -0.675559
H -1.838759 -2.241914 -0.292430

Atomic forces in eV per Å
C 1.191 5.075 1.949
C -0.663 -3.370 -2.058
O 2.180 1.631 -0.342
P 0.605 -0.544 0.768
Cl -0.478 0.684 -0.417
H 0.195 -1.370 -0.566
H -0.591 -1.792 -0.680
H 0.055 1.441 0.943
H -2.494 -1.754 0.404

Löwdin population analysis, charges in e, atoms 1 to 6: C -0.10; C -0.43; O -0.36; P 0.46; Cl 0.20; H 0.05



# C2H4CsMgO2

A molecular structure, C2H4CsMgO2 at a distorted geometry (ωB97M-V/def2-TZVPD, the Open Molecules 2025 dataset).

Summary:
Total charge = -1
E = -449.29737 hartree
Kohn-Sham gap = 4.23 eV
HOMO = -2.5 eV

Geometry (Å):
O 2.029731 -2.365304 -2.462221
H 1.425031 -2.654018 -3.143435
C -1.357978 0.993452 -0.318373
C -0.562377 1.303149 0.725385
O 0.044151 0.436685 1.527815
H -1.644093 -0.039722 -0.539994
H -1.800651 1.790074 -0.916623
H -0.385543 2.366750 0.954637
Mg -0.144849 0.241652 3.555756
Cs 2.396578 -2.072718 0.617052

Atomic forces in eV per Å
O 0.458 0.028 1.184
H -0.181 -0.060 -0.134
C -0.194 0.114 0.215
C -0.050 -0.415 -0.155
O -0.064 0.058 0.484
H 0.296 0.358 0.018
H 0.133 -0.188 0.149
H 0.004 -0.139 -0.162
Mg 0.167 -0.049 -0.540
Cs -0.568 0.293 -1.059

Löwdin population analysis, charges in e, atoms 1 to 6: O -0.72; H -0.21; C -0.06; C -0.49; O -0.59; H 0.04



# C2H4F2N

A molecular structure, C2H4F2N at a distorted geometry (ωB97M-V/def2-TZVPD, the Open Molecules 2025 dataset).

Summary:
Total charge = +1
E = -332.54399 hartree
Kohn-Sham gap = 12.12 eV
HOMO = -19.4 eV

Geometry (Å):
C 0.168326 -0.148213 -0.743238
C 0.101317 0.102681 0.752911
N 1.282244 -0.175219 0.060619
F 2.183084 -1.172650 0.004070
F 2.333507 1.024253 -0.110059
H -0.235592 -1.017259 -1.168103
H -0.158495 0.748191 -1.447229
H 0.125351 1.253848 1.008616
H -0.132976 -0.663545 1.446065

Atomic forces in eV per Å
C -3.095 3.271 -2.010
C -0.176 2.724 1.137
N 7.357 2.967 -2.773
F -1.516 -0.189 0.955
F -3.231 -2.551 0.495
H 0.164 -1.713 -0.235
H 1.552 -1.569 1.632
H -0.346 -2.546 -0.002
H -0.709 -0.393 0.801

Löwdin population analysis, charges in e, atoms 1 to 6: C 0.03; C 0.09; N -0.11; F 0.20; F 0.06; H 0.14



# C2H4F2OS

2 unconnected molecules or ions with the total composition C2H4F2OS at a distorted geometry (ωB97M-V/def2-TZVPD, the Open Molecules 2025 dataset).

Summary:
Total charge = 0
E = -751.66951 hartree
Kohn-Sham gap (alpha / beta) = 8.51 / 8.51 eV
HOMO (alpha / beta) = -8.7 / -8.7 eV

Geometry (Å):
C -0.273231 -0.143546 0.869500
C 0.953403 0.030481 -2.118543
O 1.745457 -1.766455 0.398734
F 0.241845 -1.027340 -2.510630
F 0.156784 1.118345 -2.111444
S 1.444776 -0.349432 0.296208
H -0.639399 0.818962 0.532157
H -0.245836 -0.172200 1.955210
H -0.884383 -0.958697 0.493357
H 1.849778 0.182909 -2.708536

Atomic forces in eV per Å
C 0.426 -0.055 -0.424
C -0.521 -0.180 2.892
O 0.286 -1.211 0.184
F 0.259 0.110 0.021
F 0.229 -0.138 -0.203
S -0.837 1.415 -2.398
H -0.091 0.167 -0.068
H 0.074 -0.010 0.099
H 0.003 -0.054 -0.111
H 0.173 -0.044 0.007

Löwdin population analysis, charges in e, atoms 1 to 6: C -0.29; C -0.30; O -0.57; F 0.04; F 0.01; S 0.87